(1)
A structure of composition C4H7O, computed with ωB97M-V with the def2-TZVPD basis set.

HOMO energy (alpha / beta): -14.73 / -14.33 eV
total charge: +1
gap between HOMO and LUMO (alpha / beta): 8.828 / 10.523 eV
energy relative to the best compared isomer or geometry (same formula, charge and spin): 6.210 eV

CARTESIAN COORDINATES (ANGSTROEM)
C -0.228 1.628 0.335
C -0.172 -1.248 -0.746
H 1.797 -2.717 0.902
O -0.091 0.229 0.682
H -0.242 -1.948 -1.638
H -0.404 2.208 1.211
H -1.141 1.774 -0.357
H 1.927 -0.269 -0.489
C -1.033 -0.601 -0.055
C 0.896 -0.501 -0.197
H -1.983 -0.425 0.365
H 0.673 1.871 -0.015

Atomic forces in eV per Å
C -4.35 0.45 0.15
C 2.32 -2.44 -4.14
H -0.02 0.21 -0.03
O 1.75 -0.43 -0.01
H 0.18 0.79 1.75
H -0.22 0.05 0.92
H 1.84 -0.33 0.77
H -0.57 0.53 0.76
C -2.97 1.48 2.68
C 0.21 -1.20 -0.52
H -1.36 -0.51 -0.38
H 3.18 1.40 -1.95

Löwdin population analysis, charges in e, atoms 1 to 2: 0.07, -0.01

(2)
An isolated molecule of C6H8N2, computed with ωB97M-V with the def2-TZVPD basis set.

HOMO energy: -8.72 eV
SMILES: C1=C[C@@H]2CCN2N=C1
total charge: 0
gap between HOMO and LUMO: 9.383 eV
energy relative to the best compared isomer or geometry (same formula, charge and spin): 4.286 eV

CARTESIAN COORDINATES (ANGSTROEM)
H 2.136 -1.540 -0.980
H 1.716 -1.640 0.788
H -2.840 -1.362 0.712
H 0.036 0.339 1.439
C -1.923 -0.998 0.023
C 1.740 0.625 -0.070
H -0.743 2.441 -0.100
C 0.255 0.536 0.307
H 1.927 1.014 -1.076
C -1.948 0.498 -0.296
C -0.926 1.330 -0.271
N 0.191 -0.728 -0.524
N -0.765 -1.609 -0.082
C 1.629 -0.955 -0.186
H 2.443 1.032 0.792
H -2.928 1.017 -0.477

Atomic forces in eV per Å
H 0.10 0.72 0.35
H -0.07 1.95 -1.64
H 2.31 0.17 -2.30
H 0.77 0.13 -1.72
C 0.24 1.46 1.62
C 1.38 -0.87 2.39
H -1.43 -1.31 -1.09
C -1.27 -0.33 -1.27
H -0.01 0.27 0.49
C -3.56 0.50 -0.54
C 3.43 0.62 2.90
N 0.91 0.29 2.03
N -1.83 0.24 0.24
C -0.23 -2.00 0.57
H -1.33 -0.73 -2.15
H 0.60 -1.11 0.12

Löwdin population analysis, charges in e, atoms 1 to 2: 0.10, 0.14

(3)
A cluster of 7 separate species, C48H95Cl5N5O5 in total, computed with ωB97M-V with the def2-TZVPD basis set.

⟨S²⟩: 8.778
2S+1: 6
HOMO energy (alpha / beta): -8.95 / -9.66 eV
total charge: 0
gap between HOMO and LUMO (alpha / beta): 9.265 / 8.831 eV
energy relative to the best compared isomer or geometry (same formula, charge and spin): 4.139 eV

CARTESIAN COORDINATES (ANGSTROEM)
H 27.251 29.978 5.207
C 28.021 28.282 -3.697
H 26.656 23.398 6.839
H 22.272 20.872 -5.379
C 25.834 22.319 5.154
H 22.810 19.846 -2.978
H 16.963 21.154 -1.896
H 17.742 23.265 1.369
H 24.132 27.952 2.835
C 30.993 29.635 -3.619
C 20.245 21.748 1.837
H 19.447 18.953 -3.222
H 27.448 30.227 -1.633
C 25.697 29.482 2.478
H 28.934 27.781 -4.019
C 17.946 22.302 0.900
C 26.446 28.171 4.457
H 29.955 32.314 -6.186
C 19.475 22.858 -1.654
H 17.469 21.560 1.540
C 26.105 23.632 5.929
H 26.785 21.865 4.876
H 26.795 24.308 5.424
C 24.346 19.122 1.472
C 22.647 22.583 4.676
C 24.314 18.736 -0.058
H 31.043 28.585 -3.907
H 23.316 23.165 1.937
H 25.332 24.134 -1.506
H 20.701 18.863 -1.891
C 25.351 25.683 6.959
H 22.994 23.836 -1.577
C 23.385 23.917 2.724
H 26.727 29.178 0.513
C 27.297 30.492 -2.680
O 23.802 21.093 -0.715
H 22.958 22.183 5.641
C 24.926 19.746 -2.381
C 23.746 29.671 5.258
H 25.076 16.659 0.250
C 25.150 30.249 4.879
H 29.120 28.919 -7.420
H 20.233 20.746 2.267
C 29.763 28.976 -6.542
C 24.498 28.581 2.023
H 31.915 30.161 -5.441
H 22.952 17.124 0.506
N 23.985 24.622 5.135
H 19.845 23.709 0.197
H 26.963 19.020 -2.083
C 17.575 20.254 -1.946
C 19.356 21.776 0.566
C 30.986 30.402 -4.923
C 28.344 29.765 -3.558
H 27.747 29.110 3.058
H 24.571 26.282 7.429
Cl 23.423 22.466 -6.983
H 23.174 24.064 7.756
H 26.641 16.719 -1.784
C 23.763 23.501 4.161
C 23.010 17.917 -0.240
C 26.783 28.602 3.076
H 23.494 19.765 1.691
H 24.933 16.768 -2.153
C 24.775 24.921 -0.998
H 27.246 27.488 4.742
H 23.561 18.214 -3.266
C 24.902 22.495 3.914
H 29.555 28.091 -5.940
H 27.329 30.509 1.390
C 20.042 22.754 -0.291
H 23.577 29.458 6.313
H 17.321 22.371 0.009
H 22.852 17.594 -1.269
H 22.117 18.491 0.007
H 31.911 29.727 -3.039
C 26.403 29.972 1.186
H 24.052 24.702 2.369
Cl 22.535 22.993 -4.359
C 25.748 17.340 -1.710
H 27.768 27.977 -2.682
H 17.113 19.425 -1.411
C 26.338 29.398 5.343
H 24.971 31.247 6.820
H 27.171 28.035 -4.332
H 23.336 28.769 4.804
H 23.555 29.022 1.702
Cl 20.587 22.061 -6.362
H 29.840 29.599 -1.835
H 24.548 21.497 3.655
C 23.436 24.824 -1.712
H 25.861 26.365 6.279
C 25.595 20.956 -3.026
H 25.365 21.596 5.821
Cl 22.405 26.170 -1.025
H 23.883 19.377 -4.372
H 24.973 21.849 -3.079
H 21.125 22.643 -0.340
N 25.352 30.604 3.456
H 25.555 27.549 4.373
C 22.266 21.908 -5.718
H 19.919 23.694 -2.194
H 29.804 31.117 -2.728
C 19.698 21.569 -2.330
H 24.801 27.993 1.157
C 25.380 31.488 5.839
H 22.476 24.517 2.695
H 31.149 31.363 -4.436
H 26.154 18.431 -3.517
H 19.163 18.202 -1.688
C 25.998 18.693 -2.470
C 25.382 17.587 -0.234
C 29.752 30.033 -2.831
N 28.411 30.475 -4.903
N 19.405 20.449 -0.073
H 25.961 25.453 7.832
C 29.643 30.298 -5.726
H 24.725 32.277 5.470
C 24.788 24.370 6.348
C 19.660 19.051 -2.158
C 24.144 23.650 7.480
H 20.747 21.296 -2.438
O 18.774 19.336 0.720
H 26.903 27.743 2.416
O 27.149 30.493 -5.697
C 19.100 20.347 -1.544
H 26.271 28.997 6.355
H 26.285 30.278 -3.022
Cl 25.657 26.454 -1.204
H 25.689 30.637 0.700
H 18.429 23.165 -1.645
H 30.840 31.275 -7.258
H 19.203 21.689 -3.294
C 23.693 19.295 -3.301
H 24.169 22.578 7.282
H 28.996 31.428 -7.420
H 24.738 23.788 8.383
H 21.798 23.222 4.916
H 27.468 31.567 -2.611
H 25.255 19.708 1.612
H 26.232 17.860 0.391
N 24.580 19.923 -0.976
H 22.332 21.732 4.073
O 24.502 31.683 2.822
H 19.896 22.418 2.623
H 17.458 20.028 -3.005
O 22.840 25.521 5.225
H 26.370 31.945 5.853
H 30.769 28.712 -6.868
H 26.001 20.850 -4.032
H 25.569 23.003 3.216
H 23.547 24.962 -2.788
C 29.872 31.398 -6.772
H 21.261 22.020 1.550
H 24.439 18.266 2.141
H 24.800 24.710 0.071
H 26.388 21.305 -2.365
H 23.042 30.464 5.002

Atomic forces in eV per Å
H 0.05 0.01 0.25
C 0.44 0.32 0.59
H -0.21 -0.13 0.23
H 0.92 0.20 -0.33
C -0.41 0.25 0.23
H -0.12 -0.15 -0.22
H 0.22 0.20 0.79
H 1.21 0.15 0.22
H 0.43 -0.41 0.02
C -0.53 -1.70 -0.65
C -0.42 -0.82 0.24
H 0.32 0.40 0.01
H -0.26 -0.68 -0.02
C 0.36 -0.05 -1.23
H -0.30 -0.37 0.01
C -1.30 -1.36 -0.33
C 0.83 -0.86 -0.28
H -0.24 0.39 -0.35
C 0.15 1.12 -0.25
H -0.11 -0.08 0.04
C -0.73 -0.86 -0.34
H 0.00 -0.01 -0.21
H -0.32 0.10 -0.55
C 0.62 1.15 -1.65
C -0.81 0.88 1.62
C 0.02 -2.23 1.40
H -0.55 -0.55 0.41
H 0.19 -0.47 0.59
H 0.59 0.05 0.22
H 0.27 0.41 -0.40
C -1.09 0.77 0.29
H -0.17 0.15 0.48
C -0.45 2.60 0.31
H -0.57 -0.36 0.21
C 0.37 -0.04 -0.12
O 2.72 -4.27 -0.73
H -0.01 -0.23 0.02
C -0.16 -0.83 -2.19
C -0.42 0.50 -0.53
H -0.58 0.14 -0.17
C 0.59 0.89 2.54
H -0.18 0.29 0.14
H 0.07 -0.04 0.02
C -0.65 -1.16 0.69
C -0.36 0.22 0.57
H -0.52 0.03 -0.76
H 0.47 -0.24 -0.39
N -3.94 2.02 -0.55
H 0.43 0.20 0.26
H -0.04 0.55 -0.02
C 0.00 0.00 0.43
C 0.57 0.20 2.04
C -0.07 0.43 2.56
C 0.44 1.43 0.33
H 0.02 0.28 0.08
H -0.47 0.03 -0.28
Cl -0.43 -1.06 0.42
H -0.25 -0.35 -0.41
H 0.02 0.03 -0.02
C -1.21 -2.38 -1.51
C -1.19 1.62 -0.40
C -0.19 -0.18 -0.09
H -0.03 -0.19 0.24
H -0.05 0.03 -0.23
C 0.28 -1.14 -0.69
H 0.09 -0.04 0.57
H -0.40 -0.03 0.71
C 2.73 1.69 2.05
H -0.48 0.05 0.15
H -0.17 0.34 0.31
C 0.14 2.33 -0.48
H 0.70 0.34 0.24
H 0.06 -0.32 -0.19
H 0.19 -0.47 0.18
H -0.06 0.52 -0.12
H 0.01 0.64 0.03
C -0.88 1.40 0.29
H 0.74 -0.18 -0.06
Cl -0.32 -0.27 0.31
C -0.43 0.85 0.34
H 0.10 -0.41 0.00
H -0.15 0.22 0.20
C -0.25 -2.02 -1.29
H 0.53 -0.14 0.09
H 0.15 0.33 -0.14
H 0.69 -0.07 -0.64
H 0.35 1.02 -0.05
Cl 0.48 0.08 0.23
H -0.70 -0.12 0.03
H -0.10 0.48 -0.63
C 0.15 1.31 0.89
H 0.12 -0.42 -0.14
C -0.25 1.91 1.08
H 0.00 0.00 0.27
Cl -0.17 -0.86 -0.52
H 0.31 0.88 0.02
H -0.55 -0.20 -0.02
H 0.06 -0.34 -0.01
N -2.93 2.55 -3.37
H -0.33 0.17 0.55
C -0.71 0.98 -0.64
H 0.44 -0.07 -0.16
H -0.06 0.16 0.25
C -0.44 -1.38 -0.05
H 0.24 -0.26 0.27
C -1.94 0.70 -1.46
H -0.55 -0.42 0.26
H -0.29 1.02 -1.15
H 0.02 0.20 -0.12
H -0.28 -0.02 0.07
C 0.60 -2.60 0.64
C 0.95 1.25 -0.34
C -0.28 -0.34 -0.90
N -3.32 -0.76 -2.77
N -3.38 -3.97 1.59
H 0.47 -0.27 -0.38
C 2.55 -0.38 -1.48
H -0.12 0.25 0.00
C 2.60 1.74 -0.16
C 0.05 -0.59 1.33
C -0.45 -0.76 0.73
H 0.28 0.59 -0.27
O 2.62 4.53 -3.16
H -0.10 -0.10 -0.10
O 5.33 -0.17 3.36
C -1.18 0.14 -1.74
H -0.37 0.82 0.30
H 0.04 0.11 0.17
Cl -0.13 -0.02 -0.22
H 0.31 0.07 -0.46
H -0.27 -0.41 0.14
H -0.35 -0.31 -0.27
H 0.24 -0.87 -0.33
C 0.81 -0.22 0.93
H -0.68 -0.01 0.23
H 0.35 0.24 -0.35
H 0.25 0.00 -0.10
H -0.35 -0.17 -0.17
H -0.05 0.12 -0.70
H 0.04 0.21 0.19
H 0.58 0.28 -0.42
N -3.47 3.15 1.58
H 0.28 0.36 -0.46
O 3.43 -4.59 3.09
H -0.05 0.21 -0.21
H 0.60 -0.30 -0.12
O 4.72 -3.54 -0.13
H 0.13 -0.60 0.04
H 0.27 0.86 -0.12
H -0.11 -0.74 0.14
H -0.07 -0.64 -0.79
H 0.04 0.43 0.16
C -1.22 0.57 1.08
H 0.01 -0.17 0.28
H -0.40 -0.15 -0.34
H -0.56 0.01 -0.18
H 0.38 -0.22 -0.03
H -0.16 0.05 -0.02

Löwdin population analysis, charges in e, atoms 1 to 2: 0.12, -0.03

(4)
A structure of composition C11H16BClN6Ru, computed with ωB97M-V with the def2-TZVPD basis set.

⟨S²⟩: 6.040
2S+1: 5
HOMO energy (alpha / beta): -15.57 / -16.03 eV
total charge: +2
gap between HOMO and LUMO (alpha / beta): 6.483 / 5.627 eV

CARTESIAN COORDINATES (ANGSTROEM)
N 0.447 1.648 -1.231
H -1.468 -3.080 4.249
C 2.691 0.654 3.140
Ru 2.270 0.551 1.152
C -3.777 -0.660 -1.908
H 3.184 -3.037 -1.777
C 1.141 3.125 0.276
H 1.266 4.792 -1.168
N 0.995 -0.640 -1.488
H 1.327 3.503 1.271
H -2.856 -2.816 3.132
C 1.026 3.772 -0.955
H 3.518 1.333 3.377
H 2.669 -0.257 3.758
N -1.630 0.039 -1.876
C 2.476 -2.299 -1.478
C -3.322 -0.492 -0.573
C 2.298 -1.865 -0.168
N -2.073 -0.019 -0.583
H -2.619 -0.201 -3.772
Cl 1.182 1.534 3.536
H 2.641 -2.234 0.778
H -2.967 -2.332 4.831
H 0.094 0.536 -3.161
C 0.633 2.816 -1.883
N 1.511 -0.759 -0.189
H -3.794 -0.667 0.373
C -2.307 -2.410 3.999
H -1.902 -1.414 3.746
H -4.756 -1.024 -2.157
C -2.679 -0.269 -2.704
H 1.645 -1.355 -3.375
C 1.684 -1.485 -2.292
N 0.978 1.788 0.073
B -0.090 0.384 -1.987
H 0.563 2.841 -2.967

Atomic forces in eV per Å
N 0.95 0.48 -0.02
H -0.39 0.23 -0.10
C 0.03 0.14 1.88
Ru -3.21 0.69 -2.14
C -0.43 -0.10 2.80
H 0.04 -0.46 -0.26
C 0.39 -0.65 -1.45
H -0.14 0.37 0.05
N 0.77 -0.26 0.14
H 0.36 0.04 -0.11
H 0.26 0.15 0.38
C 0.05 0.21 0.22
H 0.09 -0.33 -0.12
H 0.35 0.21 -0.46
N -1.05 -0.20 -0.33
C 0.26 -0.01 0.26
C 0.46 0.19 -1.11
C -0.29 0.72 -1.72
N -0.75 -0.65 0.59
H 0.17 -0.01 -0.32
Cl 0.16 -0.18 -0.54
H 0.49 -0.17 0.13
H -0.45 0.08 0.60
H 0.06 0.01 0.07
C -0.06 -0.37 1.22
N -0.88 -0.93 -0.26
H -0.36 -0.03 0.07
C 0.81 -0.06 -1.02
H -0.22 -0.38 0.12
H -0.10 0.06 -0.53
C 3.06 0.71 0.38
H -0.33 -0.47 0.43
C -0.15 0.22 1.31
N -1.13 0.13 -0.20
B 1.64 0.40 -0.32
H -0.45 0.24 0.36

Löwdin population analysis, charges in e, atoms 1 to 2: 0.00, 0.02

(5)
A cluster of 2 separate species, C6H7BrN2O2S in total, computed with ωB97M-V with the def2-TZVPD basis set.

HOMO energy (alpha / beta): -8.61 / -8.85 eV
total charge: 0
gap between HOMO and LUMO (alpha / beta): 7.115 / 6.934 eV
energy relative to the best compared isomer or geometry (same formula, charge and spin): 4.461 eV

CARTESIAN COORDINATES (ANGSTROEM)
H -2.951 -1.948 0.356
N -3.197 -1.082 0.904
C 0.227 -1.204 -0.465
N 0.036 -0.348 1.808
H 0.144 -1.759 -2.417
C 1.155 0.268 -2.092
H 1.173 1.690 0.955
H 1.896 0.407 -2.967
H -3.456 -1.357 1.943
H 1.538 2.175 -1.462
O -3.198 0.950 2.200
C 1.039 0.995 0.162
Br -0.421 -2.042 2.317
O -2.227 0.991 -0.176
C 0.432 -0.239 0.553
C 0.586 -0.969 -1.771
S -2.414 0.386 1.114
C 1.395 1.209 -1.114
H -0.299 -2.167 -0.311

Atomic forces in eV per Å
H 0.33 1.89 0.59
N -1.04 -1.87 2.64
C -0.56 -0.63 -0.17
N -0.57 0.64 1.12
H 1.26 0.90 -0.32
C 2.82 -1.25 -1.97
H 0.06 0.75 0.34
H -2.24 -0.22 0.56
H 0.56 0.48 -2.95
H 1.36 1.77 -0.32
O 0.52 0.33 -0.58
C -0.92 -1.11 1.64
Br 0.00 -0.77 0.71
O 0.00 0.30 -0.11
C 1.01 -0.38 -2.00
C -1.17 -0.35 0.13
S -0.54 -0.94 0.55
C -1.32 -0.42 -0.26
H 0.45 0.89 0.41

Löwdin population analysis, charges in e, atoms 1 to 2: 0.08, -0.16